# C3H7N2O2

A gas-phase ion, C3H7N2O2 (charge +1) (ωB97M-V/def2-TZVPD, the OMol25 dataset).

CARTESIAN COORDINATES (ANGSTROEM)
C (1.175, -0.350, 0.065)
C (-1.075, 0.249, -0.162)
C (-2.166, 1.126, 0.178)
N (2.362, 0.237, 0.142)
N (0.875, -1.672, -0.143)
O (0.156, 0.604, -0.148)
O (2.721, 1.448, 0.158)
H (-1.274, -0.827, -0.446)
H (-1.670, 2.058, 0.671)
H (-2.856, 0.482, 0.843)
H (-2.893, 1.344, -0.552)
H (3.243, -0.360, 0.327)
H (-0.060, -1.973, -0.371)
H (1.462, -2.367, -0.563)

As for the relative energy (zero: lowest compared OMol25 entry of this formula, charge and spin): 508.7 kJ/mol. For the LUMO energy (alpha / beta), the calculation gives -5.703 / -6.259 eV. As for the spin multiplicity: 1. Its net charge is +1. For the gap between HOMO and LUMO (alpha / beta), the calculation gives 7.75 / 6.25 eV. Its total energy is -378.0601 hartree. The HOMO energy (alpha / beta) comes out at -0.4944 / -0.4597 Eh.